18
Properties=species:S:1:pos:R:3:forces:R:3 method="wB97M-V/def2-TZVPD" homo_ha=-0.341 smiles="C=CC.O.O.O" relative_energy_kcal_mol=40.7 lumo_energy_ev=0.445 orbital_gap_ev=9.7
C -1.2112 -0.9557 -0.5725 0.08 3.15 0.98
C -1.3242 -2.1816 -0.0786 0.84 1.23 -0.17
C -0.6421 -2.6406 1.1417 -0.73 -0.42 1.97
H -1.6322 -0.6936 -1.5815 0.50 -0.18 1.24
H -0.7720 0.0150 0.1192 -1.08 -3.06 -2.14
H -1.7734 -2.9086 -0.6863 -0.63 -0.99 -0.85
H 0.3680 -2.8477 0.8954 1.35 0.34 -0.20
H -0.6819 -1.8262 1.9503 0.14 -1.56 -0.92
H -0.9312 -3.6898 1.4643 -0.44 1.51 0.10
O 0.1361 3.4483 -0.0181 -2.94 -2.21 -1.72
H -0.8491 3.3957 0.2916 2.71 0.23 -0.74
H 0.0981 2.8275 -0.8617 0.34 1.75 2.44
O 1.3236 1.4907 -2.5622 -0.50 -0.32 0.36
H 0.9400 1.9957 -3.2730 -0.23 0.20 -0.48
H 2.1422 1.9354 -2.3745 0.64 0.23 0.19
O 1.5523 0.5167 2.0210 -1.49 -0.41 -2.36
H 2.0165 0.8995 2.7274 0.86 1.14 1.25
H 1.2405 1.2192 1.3977 0.59 -0.64 1.07



19
Properties=species:S:1:pos:R:3:forces:R:3 method="wB97M-V/def2-TZVPD" homo_ha=-0.328 smiles=OCCCS.O.O relative_energy_kcal_mol=18.6 lumo_energy_ev=0.566 orbital_gap_ev=9.5
O 0.6130 0.7972 1.2303 0.11 -0.64 -1.25
C -0.2634 -0.3096 0.9968 0.26 -1.16 1.47
C -1.7201 0.1617 0.9718 1.49 0.55 -0.92
C -2.0429 1.2888 1.9331 0.16 -0.60 1.30
S -3.7859 1.7693 1.8882 -0.22 0.65 -0.42
H 1.1693 0.7764 0.4357 0.20 0.49 0.50
H -0.0071 -0.8750 0.0971 -0.26 0.64 -0.53
H -0.0245 -1.1042 1.7202 -0.40 0.44 0.64
H -1.6525 0.6527 -0.0070 -1.19 -0.17 -0.17
H -2.4189 -0.6690 0.9867 -0.10 0.04 -0.08
H -1.3500 2.1077 1.7560 -0.54 0.39 -0.37
H -1.8594 1.0962 2.9955 0.17 -0.57 -0.18
H -4.3138 0.7572 2.5934 0.30 -0.06 -0.02
O 2.1760 -1.0534 -1.3544 0.02 0.16 0.02
H 1.4970 -1.6125 -0.9751 -0.05 -0.20 0.03
H 2.5817 -1.5816 -2.0503 0.13 0.11 -0.14
O 3.9392 -0.9719 -4.1289 -0.03 -0.59 -0.02
H 3.8215 -0.0292 -4.0752 -0.06 0.59 0.12
H 3.6407 -1.2009 -5.0141 0.02 -0.06 -0.01



19
Properties=species:S:1:pos:R:3:forces:R:3 method="wB97M-V/def2-TZVPD" homo_ha=-0.381 smiles=OCCCO.O.O relative_energy_kcal_mol=20.1 lumo_energy_ev=0.557 orbital_gap_ev=10.9
O -0.7417 -0.6700 -2.6573 0.10 0.34 0.28
C -0.5648 0.3220 -1.6222 -0.48 -0.57 -0.33
C 0.3670 -0.2111 -0.5421 0.32 0.35 -0.67
C 0.5270 0.6466 0.6973 -0.53 -0.76 0.44
O 1.5187 0.0892 1.5688 0.19 0.34 -0.24
H -1.4223 -1.2845 -2.3687 0.02 -0.01 0.00
H -0.1583 1.1863 -2.1368 0.17 0.17 0.08
H -1.5460 0.6077 -1.2342 0.02 0.05 0.17
H 0.1003 -1.2478 -0.3376 -0.20 0.06 0.41
H 1.3533 -0.2467 -0.9962 0.29 -0.20 -0.11
H 0.8073 1.6601 0.4087 0.28 -0.02 0.18
H -0.4009 0.6965 1.2749 -0.20 0.19 -0.25
H 1.1039 -0.6365 2.0435 -0.01 0.00 0.02
O -2.1616 2.9616 1.4431 -0.08 -0.12 0.12
H -2.4866 2.5700 2.2670 0.25 0.15 -0.27
H -1.1989 2.9147 1.4775 -0.17 -0.02 0.15
O 1.4819 -3.3989 0.4735 0.16 0.32 0.10
H 2.0313 -2.6396 0.7223 -0.13 -0.24 -0.11
H 1.3903 -3.3196 -0.4817 0.02 -0.03 0.01



19
Properties=species:S:1:pos:R:3:forces:R:3 method="wB97M-V/def2-TZVPD" homo_ha=-0.326 smiles="C=C(C)O.O.O.O" relative_energy_kcal_mol=29.5 lumo_energy_ev=0.599 orbital_gap_ev=9.5
C -1.7496 -1.4259 -0.9685 0.08 1.66 0.67
C -1.7493 -1.1665 0.3528 -0.52 -0.74 -0.74
C -2.8229 -0.5021 1.1363 -0.85 -0.71 0.76
O -0.7199 -1.5715 1.1581 0.30 0.79 0.10
H -2.6327 -1.1531 -1.5306 0.14 0.09 -0.10
H -0.7893 -1.3822 -1.4767 -0.12 -1.02 -0.17
H -3.7252 -0.2353 0.5890 0.38 0.17 -0.47
H -2.4197 0.3694 1.6520 0.05 0.05 -0.14
H -3.2144 -1.1640 1.9191 0.35 -0.03 0.10
H 0.0636 -1.6084 0.6022 0.21 -0.24 -0.17
O 2.4259 2.8238 -0.5465 -0.49 0.02 0.23
H 3.0777 2.6552 -1.2222 0.34 -0.04 -0.29
H 2.6650 3.6602 -0.1387 0.08 0.00 -0.03
O 1.9086 -1.4951 2.7194 0.29 0.05 0.04
H 2.0299 -1.9486 3.5598 -0.05 0.00 -0.09
H 1.1439 -1.9061 2.3125 -0.25 -0.05 0.22
O 1.3000 2.2638 -3.6758 -0.01 0.53 0.24
H 0.9068 2.3356 -2.7955 0.06 -0.21 -0.02
H 1.4940 3.1903 -3.8797 0.00 -0.31 -0.14



19
Properties=species:S:1:pos:R:3:forces:R:3 method="wB97M-V/def2-TZVPD" homo_ha=-0.360 smiles="CCC=O.O.O.O" relative_energy_kcal_mol=41.4 lumo_energy_ev=0.746 orbital_gap_ev=10.5
C -2.1083 -1.0453 0.5536 -3.58 0.32 4.02
C -1.3771 -0.1961 1.6730 -3.67 1.21 -0.11
C 0.0202 -0.1372 1.4386 6.24 -0.70 2.39
O 0.7269 0.8768 1.4102 -1.87 -1.46 -0.60
H -2.6541 -1.9365 1.0334 0.80 1.24 -0.71
H -1.4781 -1.4218 -0.1283 2.51 -1.26 -2.50
H -2.8890 -0.4622 0.0217 0.59 -0.20 0.46
H -1.5979 0.8579 1.4964 -0.64 0.18 -0.08
H -1.7588 -0.2947 2.7758 1.17 -0.60 -2.01
H 0.6817 -1.1301 1.5867 -1.53 1.26 -0.90
O -1.2497 -0.4062 -3.3707 -0.78 -0.24 -0.11
H -0.8719 0.4682 -3.3082 0.34 0.42 0.14
H -2.1975 -0.2392 -3.5075 0.49 -0.16 0.05
O 4.0609 -0.2622 0.6715 2.02 -0.14 -0.38
H 5.0253 -0.4691 0.5000 -1.62 0.53 0.29
H 3.6820 -1.1361 0.7302 -0.39 -0.36 0.06
O 0.9494 2.2475 -1.2869 0.46 0.10 -0.11
H 1.5373 2.9385 -1.6286 -0.24 -0.30 0.15
H 1.4987 1.7478 -0.6609 -0.29 0.17 -0.06



19
Properties=species:S:1:pos:R:3:forces:R:3 method="wB97M-V/def2-TZVPD" homo_ha="-0.511 / -0.511" s_squared=0.758 relative_energy_kcal_mol=65.9 total_charge=+1 lumo_energy_ev="-7.119 / -10.242" spin_multiplicity=2 orbital_gap_ev="6.8 / 3.7"
O 1.2422 0.6440 0.3014 -0.35 3.99 1.11
C 1.0562 1.8278 0.7499 -1.14 -4.63 0.07
C -0.1228 2.0113 1.6729 -1.74 0.40 -2.06
C -1.1150 0.8945 1.5816 -0.99 -3.29 -0.35
H 1.7748 2.5670 0.5238 1.16 1.11 -0.55
H -0.7112 2.9459 1.4876 1.25 -0.16 -0.33
H 0.2162 2.0867 2.6630 1.17 0.32 1.52
H -1.2717 0.3813 0.5820 0.42 1.05 0.82
H -2.1143 1.1812 1.8823 -0.03 0.51 0.10
H -0.8901 0.0292 2.2556 0.18 0.77 -0.40
H 0.9265 -3.0264 -2.3003 -0.04 0.41 0.08
H 0.7108 -1.4855 -1.9490 -0.28 -1.51 -0.94
O 0.4185 -2.2362 -2.5337 0.34 1.05 0.82
H -3.7647 -1.7242 -2.5620 -0.64 -1.50 -2.34
H -4.0207 -1.5219 -1.1202 1.09 0.81 -1.27
O -3.4675 -1.1789 -1.8862 -0.43 0.73 3.68
H 3.7916 -1.8551 -0.7647 -0.70 -1.57 -0.32
H 3.3070 -0.5504 -0.0654 0.13 -0.62 -0.09
O 4.0341 -0.9902 -0.5185 0.61 2.13 0.44



20
Properties=species:S:1:pos:R:3:forces:R:3 method="wB97M-V/def2-TZVPD" homo_ha=-0.345 smiles="O=CCCS.O.O.O" relative_energy_kcal_mol=17.9 lumo_energy_ev=0.473 orbital_gap_ev=9.9
O -0.0770 -0.5425 -1.8976 0.40 1.30 -0.90
C -0.1663 0.5774 -1.4355 -0.51 -1.58 1.25
C 0.0413 0.6591 0.0678 0.52 0.72 0.00
C -0.0785 2.0583 0.6852 -1.58 -0.37 -0.14
S -0.2091 1.9176 2.5542 0.46 0.47 -1.12
H -0.5993 1.4028 -2.0369 0.39 0.09 0.13
H 0.9830 0.1272 0.3335 -0.58 0.56 -0.39
H -0.7458 0.0064 0.4733 0.08 0.33 -0.17
H 0.6673 2.7672 0.3440 0.62 -0.08 0.55
H -1.0159 2.5168 0.2786 0.46 -0.35 0.63
H -1.0096 0.8483 2.5193 -0.07 -0.07 -0.04
O -0.8981 -2.9256 -2.0791 -0.66 -0.88 0.03
H -1.5244 -2.3352 -2.5137 0.36 -0.04 -0.01
H -0.0730 -2.4411 -2.0524 -0.03 0.26 -0.02
O 3.0891 0.0742 0.6709 0.08 0.34 0.36
H 2.8155 0.1113 1.5976 0.06 -0.21 -0.04
H 3.2078 1.0105 0.4679 0.11 -0.12 -0.18
O -1.5933 -1.7495 0.9194 -1.43 0.96 0.71
H -2.0428 -1.8757 0.0719 0.97 -0.66 0.15
H -0.7710 -2.2075 1.0314 0.32 -0.68 -0.79



20
Properties=species:S:1:pos:R:3:forces:R:3 method="wB97M-V/def2-TZVPD" homo_ha="-0.515 / -0.515" s_squared=0.758 relative_energy_kcal_mol=43.5 total_charge=+1 lumo_energy_ev="-6.272 / -9.736" spin_multiplicity=2 orbital_gap_ev="7.7 / 4.3"
O -0.3592 -1.4787 1.2245 1.66 0.97 0.85
C 0.7858 -1.1932 1.4764 -1.68 -1.88 -2.43
C 1.8738 -1.5147 0.3604 -0.25 -1.82 0.30
C 1.4587 -0.9490 -0.9943 -1.38 -2.01 0.07
O 1.5298 0.3958 -0.9420 -0.53 1.79 -0.13
H 1.1928 -0.9554 2.4292 0.03 0.71 1.44
H 2.8171 -1.2185 0.8300 -0.08 0.27 -0.45
H 1.8615 -2.6443 0.3059 -0.04 0.95 0.28
H 2.0265 -1.4194 -1.8030 0.38 0.01 0.19
H 0.3889 -1.2715 -1.2019 1.14 0.51 0.29
H 2.4241 0.6816 -1.0528 1.03 0.46 -0.09
H -1.3473 1.1682 -0.2114 -0.20 -1.01 -0.74
H -0.7730 2.5340 -0.3802 -0.06 0.17 -0.14
O -1.2371 1.9781 0.2527 0.20 0.72 0.78
H -3.0513 1.1020 1.3188 -0.53 -1.77 1.97
H -3.8626 0.3384 2.4993 -1.49 0.54 0.76
O -3.1177 0.2933 1.9432 2.22 1.27 -2.73
H -0.7294 0.8612 -3.0248 -0.37 -1.56 -0.24
H 0.7025 1.3080 -2.4206 0.98 -1.31 0.57
O -0.1171 1.5255 -2.8002 -1.04 3.00 -0.54



18
Properties=species:S:1:pos:R:3:forces:R:3 method="wB97M-V/def2-TZVPD" homo_ha=-0.318 relative_energy_kcal_mol=35.4 lumo_energy_ev=-1.042 orbital_gap_ev=7.6
C 0.4423 -0.3214 -1.9162 2.50 -2.90 -0.25
C 0.9614 -2.1337 0.6649 -0.09 2.44 0.68
C -1.9513 -0.8271 -0.1440 -0.05 0.11 1.85
Si -0.0307 -0.4927 -0.1302 -0.62 -1.14 1.27
P -1.6338 2.4172 0.6815 1.29 -0.85 0.47
P 0.1897 1.5110 1.0577 -0.88 -0.35 -0.26
H 0.7008 0.5815 -2.4229 -0.20 0.76 -0.04
H 1.3873 -1.0244 -2.0561 -1.51 1.46 0.31
H -0.2883 -0.9113 -2.4566 -0.45 0.26 -0.40
H 0.2556 -2.9138 0.5669 -0.97 -0.92 0.14
H 1.7480 -2.3877 -0.0181 0.68 0.06 -0.31
H 1.3772 -2.1337 1.7308 -0.74 0.33 -1.52
H -2.3944 -1.8019 -0.4791 0.66 0.85 0.34
H -2.4382 -0.4673 0.8331 0.84 -1.14 -0.96
H -2.3206 -0.0324 -0.7529 -0.32 0.45 -1.15
H -1.3048 3.2902 1.7428 -0.18 0.52 -0.16
H 2.4400 4.1196 1.6345 0.11 -0.10 -0.04
H 2.8598 3.5278 1.4639 -0.08 0.14 0.04



18
Properties=species:S:1:pos:R:3:forces:R:3 method="wB97M-V/def2-TZVPD" homo_ha=-0.555 relative_energy_kcal_mol=16.2 total_charge=+1 lumo_energy_ev=-3.011 orbital_gap_ev=12.1
C 1.0010 -2.3698 -0.2104 -0.04 0.45 0.33
N 1.2229 -0.9265 -0.4999 -0.48 0.36 -0.18
H 1.9298 -2.9206 -0.2974 -0.07 -0.20 -0.16
H 0.6308 -2.4496 0.8094 0.05 -0.03 0.01
H 0.2162 -2.7174 -0.8760 0.21 -0.22 -0.14
H 1.6898 -0.7823 -1.3921 -0.03 -0.14 -0.06
H 1.7989 -0.4614 0.1925 0.09 -0.12 0.21
H 0.1268 -0.4011 -0.5491 0.27 -0.42 -0.22
C -0.4635 1.6702 1.2799 -0.15 0.49 0.01
C -0.7662 1.5942 -0.2080 0.01 0.16 0.14
N -1.1398 0.2008 -0.6119 -0.33 0.79 0.13
H 0.4142 1.1690 1.6876 0.00 -0.42 -0.40
H -0.3022 2.7162 1.5390 -0.19 0.05 0.05
H -1.3567 1.3271 1.8022 0.11 0.02 0.30
H -1.5819 2.2929 -0.3969 -0.14 -0.17 -0.08
H 0.0493 1.9450 -0.8432 0.16 -0.23 0.07
H -1.8177 -0.1449 0.0716 0.19 -0.06 -0.16
H -1.6517 0.2581 -1.4971 0.35 -0.31 0.14



18
Properties=species:S:1:pos:R:3:forces:R:3 method="wB97M-V/def2-TZVPD" homo_ha=-0.531 relative_energy_kcal_mol=24.7 total_charge=+1 lumo_energy_ev=-3.151 orbital_gap_ev=11.3
C -1.5611 1.2235 1.5718 -1.19 -0.88 -0.30
N -1.5925 0.0742 0.5888 0.97 0.95 0.94
H -1.7978 2.1227 1.0324 0.31 0.62 0.03
H -2.3653 1.0670 2.2910 0.02 0.26 0.07
H -0.6462 1.2678 2.1584 0.25 0.08 -0.33
H 0.0656 0.5274 0.0858 -0.34 0.23 0.20
H -2.1624 0.2981 -0.2135 -0.38 0.01 0.12
H -2.0360 -0.6583 1.1192 0.06 -0.65 -0.51
C 1.1192 -1.7392 -0.7998 0.11 0.59 -1.47
C 1.1735 -0.3144 -1.3597 -0.28 -0.95 -0.19
N 1.0366 0.7250 -0.2749 0.14 -2.07 -0.15
H 0.1358 -2.1403 -0.7019 -0.70 -0.09 0.22
H 1.6579 -2.3425 -1.5276 -0.06 -0.25 0.09
H 1.6417 -1.8039 0.1095 0.71 -0.22 1.34
H 2.1137 -0.2614 -1.8991 0.03 0.83 0.09
H 0.3320 -0.1673 -2.0318 0.17 0.22 -0.18
H 1.6829 0.4762 0.4708 0.17 0.39 0.10
H 1.2022 1.6456 -0.6195 0.00 0.93 -0.08



19
Properties=species:S:1:pos:R:3:forces:R:3 method="wB97M-V/def2-TZVPD" homo_ha="-0.123 / -0.337" s_squared=0.751 relative_energy_kcal_mol=10.5 lumo_energy_ev="0.858 / 0.677" spin_multiplicity=2 orbital_gap_ev="4.2 / 9.8"
N 0.4660 0.1014 -1.5599 -0.03 0.30 -0.58
C -0.4030 -0.5709 -0.5616 -0.43 -0.15 0.35
C 0.0041 -0.1478 0.8421 0.29 -0.33 0.11
N 1.3773 -0.5084 1.1148 0.03 0.54 -0.51
C 1.7242 -1.8893 1.3187 0.01 -0.06 -0.44
H 1.4624 -0.1117 -1.3575 -0.01 0.00 -0.18
H 0.3731 1.1594 -1.6165 -0.09 -0.12 0.40
H 0.2218 -0.1742 -2.5485 0.26 -0.26 0.10
H -0.2910 -1.6436 -0.7112 0.05 0.02 0.02
H -1.4474 -0.3278 -0.7630 0.14 0.17 -0.07
H -0.6856 -0.5700 1.5847 -0.16 -0.15 -0.12
H -0.0983 0.9275 0.8942 0.05 0.31 0.14
H 1.8955 0.1565 1.6672 -0.21 -0.20 0.07
H 1.6892 -2.4815 0.3915 -0.14 0.24 0.05
H 2.7584 -1.9045 1.6190 0.34 -0.22 0.33
H 1.1040 -2.4096 2.0470 -0.11 -0.05 0.33
H -2.8319 3.9526 -1.0830 0.02 0.03 0.05
H -3.9234 3.2668 -0.2336 0.32 0.06 -0.44
O -3.3955 3.1752 -1.0444 -0.34 -0.12 0.40



Copy entry 8 word for word.
20
Properties=species:S:1:pos:R:3:forces:R:3 method="wB97M-V/def2-TZVPD" homo_ha="-0.515 / -0.515" s_squared=0.758 relative_energy_kcal_mol=43.5 total_charge=+1 lumo_energy_ev="-6.272 / -9.736" spin_multiplicity=2 orbital_gap_ev="7.7 / 4.3"
O -0.3592 -1.4787 1.2245 1.66 0.97 0.85
C 0.7858 -1.1932 1.4764 -1.68 -1.88 -2.43
C 1.8738 -1.5147 0.3604 -0.25 -1.82 0.30
C 1.4587 -0.9490 -0.9943 -1.38 -2.01 0.07
O 1.5298 0.3958 -0.9420 -0.53 1.79 -0.13
H 1.1928 -0.9554 2.4292 0.03 0.71 1.44
H 2.8171 -1.2185 0.8300 -0.08 0.27 -0.45
H 1.8615 -2.6443 0.3059 -0.04 0.95 0.28
H 2.0265 -1.4194 -1.8030 0.38 0.01 0.19
H 0.3889 -1.2715 -1.2019 1.14 0.51 0.29
H 2.4241 0.6816 -1.0528 1.03 0.46 -0.09
H -1.3473 1.1682 -0.2114 -0.20 -1.01 -0.74
H -0.7730 2.5340 -0.3802 -0.06 0.17 -0.14
O -1.2371 1.9781 0.2527 0.20 0.72 0.78
H -3.0513 1.1020 1.3188 -0.53 -1.77 1.97
H -3.8626 0.3384 2.4993 -1.49 0.54 0.76
O -3.1177 0.2933 1.9432 2.22 1.27 -2.73
H -0.7294 0.8612 -3.0248 -0.37 -1.56 -0.24
H 0.7025 1.3080 -2.4206 0.98 -1.31 0.57
O -0.1171 1.5255 -2.8002 -1.04 3.00 -0.54